1.
2 unconnected molecules or ions with the total composition CH6NO2, computed with ωB97M-V/def2-TZVPD.

Positions of all 10 atoms, in Å:
O -1.028 1.530 -0.786
H -1.546 1.399 -1.571
H -1.146 2.447 -0.575
H -1.142 -0.734 0.141
C 0.728 -0.898 0.616
N 1.117 0.081 -0.138
O -0.499 -1.285 0.614
H 1.385 -1.424 1.297
H 0.394 0.805 -0.430
H 2.104 0.278 -0.117

Values from the calculation:
total charge: +1
Kohn-Sham gap: 13.08 eV

***

2.
2 unconnected molecules or ions with the total composition CH6NOS, computed with ωB97M-V/def2-TZVPD.

Positions of all 10 atoms, in Å:
N -1.784 -0.359 -0.754
C -0.451 -0.768 -0.184
O 0.632 0.036 -0.496
H -1.874 -0.632 -1.734
H -1.826 0.665 -0.805
H -0.557 -0.821 0.936
H -0.258 -1.836 -0.562
S 2.057 1.000 1.799
H 2.618 2.131 1.242
H 1.442 0.585 0.557

Values from the calculation:
total charge: -1
Kohn-Sham gap: 7.54 eV

***

Number 1: strongest force on any atom 1.295 eV Å⁻¹. Number 2: strongest force on any atom 1.692 eV Å⁻¹.